# 1
Density functional theory data (ωB97M-V with the def2-TZVPD basis set) for a molecular structure, C51H100F3FeN10O7S2 in a non-equilibrium geometry.

- LUMO (alpha / beta) (eV) = -3.683 / -7.371
- spin multiplicity = 7
- net charge = +1
- gap between HOMO and LUMO (alpha / beta) (eV) = 5.03 / 1.35

Last column: Mulliken spin population.
Positions of all 174 atoms, in Å:
Fe1 -0.108390 0.074827 4.039986  4.216
S1 -0.304572 2.234280 4.925216  -0.009
O1 0.287242 1.118958 5.657801  0.164
O2 0.357941 1.952116 3.680382  0.147
O3 -1.399477 1.412217 4.503380  0.191
O4 -0.412605 3.549237 5.525728  0.026
C1 0.196488 1.463198 0.038332  0.000
F1 0.171379 1.468533 -1.284659  -0.011
F2 1.424503 1.491020 0.504940  -0.013
F3 -0.416269 2.619020 0.360258  -0.001
S2 -0.724461 -0.071844 0.701739  0.055
O5 -2.112271 0.015591 0.215861  0.000
O6 0.024222 -1.205584 0.155597  0.007
O7 -0.549544 0.014551 2.167015  -0.087
C2 -3.416321 6.965903 0.562108  0.000
C3 -2.817379 6.090088 1.709692  0.000
N1 -3.754513 5.183234 2.411946  0.000
C4 -4.377554 4.178798 1.502559  0.000
C5 -3.357565 3.252561 0.834688  -0.001
C6 -3.115565 4.627248 3.605738  0.000
C7 -3.897207 3.687026 4.523303  0.003
H1 -4.088529 6.415228 -0.095909  0.000
H2 -2.652671 7.282843 -0.148162  0.000
H3 -3.930646 7.852089 0.933929  0.000
H4 -1.934000 5.550109 1.368870  0.000
H5 -2.489155 6.780482 2.486697  0.000
H6 -5.117337 3.591329 2.046343  0.000
H7 -5.109763 4.537844 0.779328  0.000
H8 -2.866153 3.660191 -0.048746  0.000
H9 -2.571870 2.838242 1.466451  0.001
H10 -3.857533 2.358383 0.462433  0.000
H11 -2.721416 5.431728 4.226678  0.000
H12 -2.238695 4.075906 3.266294  0.002
H13 -4.708288 4.171793 5.066686  0.000
H14 -3.161254 3.306548 5.231612  0.002
H15 -4.407534 2.844768 4.056104  0.000
C8 -1.380912 4.309000 -2.740497  0.002
C9 -2.463206 3.923224 -3.745426  -0.001
N2 -2.076382 2.797004 -4.626158  0.000
C10 -1.946297 1.530574 -3.835539  0.001
C11 -3.264394 1.132729 -3.229886  0.000
C12 -2.994216 2.768150 -5.798186  0.000
C13 -2.583409 1.795090 -6.888684  0.000
H16 -1.780306 5.039434 -2.036912  0.000
H17 -0.532406 4.752053 -3.261882  0.001
H18 -1.146275 3.468852 -2.086905  -0.001
H19 -3.355403 3.665439 -3.174776  0.000
H20 -2.728792 4.821638 -4.302569  0.000
H21 -1.520692 0.847690 -4.570810  0.000
H22 -1.164070 1.537575 -3.076479  -0.001
H23 -3.432573 1.674501 -2.299132  0.000
H24 -4.085940 1.250558 -3.936477  0.000
H25 -3.336469 0.070963 -2.994174  0.000
H26 -3.057851 3.776299 -6.207671  0.000
H27 -4.025033 2.524743 -5.540729  0.000
H28 -3.052527 1.982147 -7.854627  0.000
H29 -2.760609 0.761013 -6.593068  0.000
H30 -1.530324 1.984505 -7.096583  0.000
C14 4.067668 -0.157817 -0.317628  0.000
C15 5.195488 -0.539392 0.672421  0.010
N3 5.530383 -1.945561 0.582303  0.000
C16 6.506492 -2.206365 1.670335  -0.001
C17 5.959618 -2.164186 3.109882  0.001
C18 6.113775 -2.229815 -0.682761  0.000
C19 6.345340 -3.750590 -0.965360  0.000
H31 3.868687 0.902299 -0.160579  0.007
H32 3.192781 -0.807886 -0.326783  -0.001
H33 4.563778 -0.090650 -1.285862  0.001
H34 6.078509 0.000036 0.329786  -0.001
H35 4.970161 -0.266471 1.703359  -0.005
H36 6.677177 -3.273132 1.525487  0.000
H37 7.377303 -1.556124 1.586805  0.000
H38 5.056530 -2.769487 3.188298  0.001
H39 6.700349 -2.649711 3.745235  0.000
H40 5.798674 -1.145035 3.461352  0.000
H41 7.087878 -1.772031 -0.855015  0.000
H42 5.509015 -1.942632 -1.542921  -0.001
H43 6.652656 -3.737558 -2.011056  0.000
H44 5.462465 -4.369041 -0.803631  0.000
H45 7.224528 -4.206713 -0.510290  0.000
C20 2.011818 0.240147 -3.318702  -0.001
C21 2.750526 -0.252283 -4.516404  0.003
N4 2.084323 -1.444551 -5.152656  0.008
C22 2.212724 -2.641867 -4.250905  -0.002
C23 3.555304 -3.322420 -4.125046  0.001
C24 0.649863 -1.276186 -5.538674  -0.002
C25 0.336166 -0.053025 -6.459175  0.001
H46 2.122624 -0.452235 -2.484195  -0.002
H47 0.937074 0.270977 -3.497823  -0.001
H48 2.291497 1.272889 -3.110560  0.039
H49 2.842543 0.492416 -5.307008  0.000
H50 3.777588 -0.444527 -4.206096  0.001
H51 1.888505 -2.468623 -3.224761  0.001
H52 1.520276 -3.426272 -4.556427  0.000
H53 3.487678 -4.256299 -3.567035  0.000
H54 4.103918 -3.473447 -5.054738  0.000
H55 4.161205 -2.667329 -3.499079  0.000
H56 0.000518 -1.337281 -4.665338  0.002
H57 0.455385 -2.127471 -6.191057  0.000
H58 -0.663082 -0.192101 -6.871797  0.000
H59 1.019048 0.024172 -7.305239  0.000
H60 0.378265 0.834720 -5.828122  0.000
C26 -0.893235 -1.207670 6.971542  0.016
C27 -1.059117 -2.140143 5.820186  0.032
N5 -1.295946 -1.548179 4.479037  0.015
C28 -1.055142 -2.643083 3.489985  0.045
C29 -1.668980 -4.093898 3.726981  0.007
C30 -2.746718 -1.185923 4.553660  0.008
C31 -3.312784 -0.573985 3.228957  0.017
H61 -1.015786 -1.772713 7.895563  0.000
H62 -1.590792 -0.370170 6.960935  0.000
H63 0.097987 -0.783741 7.132388  -0.004
H64 -0.188581 -2.787444 5.926295  -0.004
H65 -1.821989 -2.870960 6.088600  -0.001
H66 -1.409758 -2.345505 2.503170  0.002
H67 0.007947 -2.845128 3.359181  -0.005
H68 -2.753437 -4.007388 3.659307  0.001
H69 -1.295448 -4.739902 2.932463  0.000
H70 -1.401721 -4.551636 4.679419  -0.001
H71 -2.924713 -0.460804 5.347782  -0.002
H72 -3.435406 -1.999324 4.782078  0.004
H73 -3.145478 -1.195423 2.349227  -0.001
H74 -2.938520 0.415632 2.966884  0.002
H75 -4.402234 -0.543893 3.246027  -0.001
N6 3.378034 3.985960 -3.234599  -0.054
C32 4.690397 3.906797 -2.802827  0.354
C33 4.767133 4.037154 -1.379771  0.177
C34 3.467259 3.823477 -0.937346  0.060
C35 2.643070 3.807142 -2.077441  0.107
H76 3.067649 3.953621 -4.195177  0.005
H77 5.473773 4.078073 -3.526280  0.011
H78 5.622903 4.146781 -0.730126  0.002
H79 3.120182 3.695702 0.077352  -0.012
H80 1.581527 3.690628 -2.238573  0.313
N7 -4.796931 -0.932392 -0.381856  0.001
C36 -5.965118 -0.314168 -0.102355  0.000
C37 -7.039691 -0.996523 -0.751045  0.000
C38 -6.452542 -2.165471 -1.297214  0.000
C39 -5.054627 -2.061719 -1.091434  0.000
H81 -3.911817 -0.571883 -0.055186  -0.002
H82 -5.914913 0.563537 0.524959  0.000
H83 -8.088447 -0.742978 -0.703911  0.000
H84 -6.940681 -3.012579 -1.756027  0.000
H85 -4.281719 -2.798728 -1.252109  0.000
N8 3.181551 -3.759214 0.768333  0.000
C40 3.396533 -4.679971 1.711437  0.000
C41 2.194207 -5.278222 2.049636  -0.001
C42 1.182348 -4.685489 1.269891  0.001
C43 1.804910 -3.700160 0.491697  0.000
H86 3.831690 -3.111166 0.347084  -0.001
H87 4.354152 -4.784477 2.199741  0.000
H88 2.052639 -6.040822 2.801166  0.000
H89 0.136150 -4.933027 1.372885  0.001
H90 1.405691 -2.956494 -0.182077  0.001
N9 -1.287785 -3.406981 -1.067397  0.001
C44 -1.491950 -3.134273 -2.371275  0.002
C45 -2.465911 -4.023614 -2.854872  0.000
C46 -2.755272 -4.920421 -1.843110  0.000
C47 -1.984159 -4.557105 -0.775125  0.000
H91 -0.648145 -2.910851 -0.463401  -0.001
H92 -1.095835 -2.256341 -2.859874  -0.001
H93 -2.786331 -4.055127 -3.885767  0.000
H94 -3.430099 -5.761580 -1.901812  0.000
H95 -1.887626 -5.005168 0.202800  0.000
N10 2.667287 0.244364 4.438634  -0.007
C48 2.279299 -0.014928 3.145985  0.036
C49 1.865298 -1.288451 3.033747  0.018
C50 2.033824 -1.881744 4.292663  0.045
C51 2.380208 -0.850690 5.191440  0.053
H96 3.276396 1.004720 4.704980  0.003
H97 2.518899 0.685679 2.359761  0.014
H98 1.757030 -1.763168 2.069731  0.003
H99 2.106673 -2.946700 4.456871  -0.007
H100 2.804565 -0.922918 6.181942  -0.006

Forces on atoms 1 to 6 (eV/Å):
0.877 -1.538 -0.159
0.423 3.144 2.097
3.828 -1.501 5.692
5.720 4.108 -5.711
-10.368 -0.624 -0.141
0.111 -2.449 -1.280

=====

# 2
Density functional theory data (ωB97M-V with the def2-TZVPD basis set) for 15 unconnected molecules or ions with the total composition C51H102O21S6 in a non-equilibrium geometry.

- LUMO (eV) = 0.369
- spin multiplicity = 1
- net charge = 0
- gap between HOMO and LUMO (eV) = 9.44

Last column: Mulliken charge in e.
Positions of all 180 atoms, in Å:
C1 -2.802727 2.515809 5.940214  0.274
C2 -2.893596 2.112683 7.424070  -0.773
C3 -2.777227 3.490847 8.211237  -0.745
S1 -1.930358 4.632888 7.150276  1.310
O1 -0.657697 4.980783 7.723780  -0.721
O2 -2.789594 5.702700 6.719316  -0.697
C4 -1.640912 3.505090 5.754383  0.052
H1 -3.687958 3.106178 5.669338  0.409
H2 -2.727778 1.674559 5.303120  -0.626
H3 -2.064662 1.485769 7.759600  0.244
H4 -3.781815 1.585195 7.610902  0.536
H5 -2.050442 3.459844 9.031609  0.422
H6 -3.744083 3.873511 8.546639  0.340
H7 -0.742600 2.899340 5.907821  0.309
H8 -1.578718 4.062616 4.796429  -0.312
C5 2.742710 -4.678880 -0.122516  0.536
C6 1.520146 -5.030769 0.710931  -0.818
C7 0.313961 -4.573539 -0.107636  1.280
S2 0.793170 -5.040501 -1.856717  1.032
O3 0.579607 -3.896573 -2.691197  -0.445
O4 0.204978 -6.298027 -2.235268  -0.859
C8 2.521313 -5.408744 -1.556142  -1.075
H9 3.756471 -4.958412 0.281259  0.578
H10 2.723600 -3.621401 -0.413266  -0.710
H11 1.555221 -4.673178 1.775511  0.347
H12 1.512781 -6.102120 0.843575  0.424
H13 0.084892 -3.471897 -0.197619  -0.580
H14 -0.563101 -5.134790 0.073435  -0.907
H15 3.060293 -5.067480 -2.386116  0.442
H16 2.605995 -6.533698 -1.414898  0.329
C9 -2.482777 -3.160371 -4.151144  0.567
C10 -1.902983 -4.187509 -5.133442  -0.846
C11 -0.736763 -3.443804 -5.825666  -0.078
S3 -1.265286 -1.730787 -6.037328  1.012
O5 -1.673632 -1.501870 -7.417905  -0.776
O6 -0.454696 -0.703173 -5.423439  -0.429
C12 -2.658568 -1.830128 -4.932023  -0.853
H17 -1.767642 -2.992585 -3.365185  -0.912
H18 -3.381436 -3.494849 -3.734715  0.696
H19 -2.705721 -4.485715 -5.890607  0.357
H20 -1.500871 -5.079742 -4.736050  0.375
H21 -0.438210 -3.809228 -6.828301  0.556
H22 0.093037 -3.353073 -5.076944  -0.380
H23 -3.502466 -1.711331 -5.599257  0.439
H24 -2.567276 -1.039294 -4.189340  0.250
C13 -1.468372 -0.899862 0.984054  0.872
C14 -1.939989 -0.494487 -0.384723  -0.829
C15 -0.809789 -0.645742 -1.398246  0.590
S4 0.710402 -0.506459 -0.401450  0.601
O7 1.695947 0.488911 -0.807759  -0.569
O8 1.174777 -1.863170 -0.309352  -0.179
C16 -0.063673 -0.190253 1.163928  0.934
H25 -1.390437 -1.994524 1.045623  -0.138
H26 -2.140986 -0.605898 1.798012  -0.196
H27 -2.311806 0.581524 -0.359635  -0.271
H28 -2.786535 -1.121243 -0.616169  0.751
H29 -0.868395 0.133685 -2.209220  0.257
H30 -0.709585 -1.614617 -1.808074  -0.974
H31 -0.158444 0.923073 1.280775  -0.577
H32 0.512499 -0.654045 1.937948  -0.618
C17 3.338893 4.757282 2.661088  -0.822
C18 3.169783 4.602791 1.074198  -0.578
C19 2.206513 3.351215 0.926027  0.127
S5 1.118288 3.340609 2.409051  0.911
O9 1.412193 2.143631 3.157788  -0.675
O10 -0.305057 3.613134 2.134424  -0.106
C20 1.804736 4.786453 3.104593  -0.504
H33 3.730272 5.735648 2.972293  0.432
H34 3.837515 3.923735 3.110220  0.315
H35 4.119942 4.328032 0.597206  0.375
H36 2.716522 5.460250 0.563052  0.371
H37 2.629944 2.384493 1.069662  -0.209
H38 1.544455 3.335286 0.122443  -0.119
H39 1.571601 4.779736 4.177927  0.572
H40 1.339934 5.604043 2.528267  0.060
C21 -3.674048 -3.207398 3.118187  -0.104
C22 -3.641478 -3.868408 4.523440  -0.795
C23 -3.150089 -2.831063 5.468530  -0.476
S6 -3.547684 -1.207602 4.714196  1.230
O11 -2.360142 -0.563788 4.344209  -0.270
O12 -4.521441 -0.617163 5.605686  -0.885
C24 -4.395710 -1.876840 3.310744  -0.611
H41 -4.317714 -3.811045 2.459756  0.482
H42 -2.733896 -3.129748 2.643734  -0.106
H43 -3.025814 -4.761020 4.477238  0.444
H44 -4.679425 -4.096757 4.794373  0.301
H45 -2.062553 -2.810430 5.612921  -0.061
H46 -3.613096 -2.871400 6.485875  0.408
H47 -4.443885 -1.202051 2.399359  0.032
H48 -5.428215 -1.989996 3.661642  0.455
C25 -2.435864 -6.782585 0.656056  -0.877
C26 -3.136821 -6.354227 -0.644678  0.994
O13 -3.455728 -5.207319 -0.793537  -0.547
C27 -3.452184 -7.367931 -1.704589  -1.184
H49 -1.929016 -5.824005 0.941523  0.064
H50 -1.807295 -7.627802 0.602087  0.370
H51 -3.227233 -6.982985 1.370330  0.420
H52 -3.410950 -8.400395 -1.363913  0.361
H53 -2.850718 -7.135590 -2.561972  0.236
H54 -4.449477 -7.100729 -2.007843  0.373
C28 0.479264 -1.075757 5.939077  -0.624
C29 0.883069 -2.126236 5.011973  0.869
O14 0.375166 -3.213638 4.981393  -0.643
C30 1.945089 -1.761380 4.015673  0.151
H55 -0.300859 -0.524251 5.427253  -0.240
H56 1.237521 -0.357415 6.240731  0.508
H57 0.151555 -1.608689 6.857239  0.345
H58 1.848060 -2.428667 3.181604  -0.383
H59 2.969253 -1.779934 4.496161  0.499
H60 1.769091 -0.742204 3.673581  -0.319
C31 -5.519522 3.032100 0.986806  -1.369
C32 -4.451272 1.960445 1.258037  0.820
O15 -4.616264 0.860444 0.758780  -0.596
C33 -3.287288 2.271002 2.137725  0.438
H61 -5.074878 3.633799 0.185568  0.277
H62 -5.639928 3.656569 1.864746  0.382
H63 -6.403480 2.557094 0.557251  0.375
H64 -3.803511 2.321813 3.146369  0.104
H65 -2.900992 3.311774 1.990902  -0.377
H66 -2.467382 1.612839 2.313776  -0.149
C34 2.334078 -1.492656 -3.874804  0.362
C35 3.267805 -2.713771 -3.780891  0.793
O16 4.040049 -2.885063 -2.892742  -0.504
C36 3.094063 -3.740900 -4.902465  -1.004
H67 2.466309 -0.761804 -3.045381  -0.400
H68 1.275579 -1.827449 -3.810169  -0.635
H69 2.534392 -0.991007 -4.801436  0.655
H70 2.592670 -3.306851 -5.804397  0.328
H71 2.462940 -4.571911 -4.521795  0.069
H72 4.038302 -4.116819 -5.248029  0.455
C37 5.629532 -2.274626 -0.120383  -1.113
C38 4.699056 -1.774340 1.039226  0.926
O17 4.295413 -2.407442 1.970888  -0.577
C39 4.476453 -0.330679 0.974551  -0.542
H73 6.451834 -1.531224 -0.217590  0.436
H74 5.068647 -2.178228 -1.079182  0.158
H75 6.035935 -3.291287 -0.138730  0.356
H76 5.001710 0.149394 0.174711  0.507
H77 4.818865 0.052765 1.939829  0.403
H78 3.476326 -0.078486 0.771854  -0.487
C40 5.896861 4.290355 -3.695133  -1.393
C41 5.425103 3.064951 -2.995966  0.802
O18 5.323005 3.042244 -1.779275  -0.536
C42 5.103573 1.852146 -3.773951  -0.261
H79 5.695094 5.198957 -3.137752  0.333
H80 5.398942 4.397551 -4.605112  0.391
H81 6.933508 4.276687 -3.994557  0.353
H82 4.142713 2.060195 -4.269797  -0.128
H83 4.983688 0.899525 -3.230341  -0.014
H84 5.877144 1.729760 -4.511249  0.500
C43 1.028914 1.873599 -7.128915  -0.444
C44 2.430930 2.317731 -7.366740  0.797
O19 3.341512 2.353198 -6.540357  -0.467
C45 2.757941 2.697693 -8.747184  -1.285
H85 0.641781 1.447490 -8.113040  0.451
H86 0.402791 2.725421 -7.120869  0.459
H87 0.972743 1.197166 -6.265634  -0.483
H88 1.838165 3.053155 -9.225581  0.358
H89 3.093803 1.818005 -9.334465  0.277
H90 3.557036 3.416335 -8.923973  0.362
C46 -2.120183 6.419789 2.572938  -0.547
C47 -1.111477 6.732270 1.532402  0.786
O20 -0.039580 7.172601 1.851849  -0.671
C48 -1.579843 6.553811 0.076580  -0.804
H91 -2.595115 7.342488 2.930245  0.476
H92 -1.591030 6.006396 3.428164  -0.042
H93 -2.894010 5.762567 2.102710  0.072
H94 -0.716456 6.794248 -0.666846  0.250
H95 -2.508967 7.174448 -0.033195  0.353
H96 -1.830102 5.483325 0.071637  0.108
C49 -1.037498 4.314735 -3.338412  -1.233
C50 -0.429146 3.176379 -2.603281  0.720
O21 -0.863648 2.783684 -1.519046  -0.332
C51 0.775740 2.422344 -3.217301  0.375
H97 -0.439131 4.689796 -4.189413  0.361
H98 -1.087032 5.154944 -2.597302  0.091
H99 -1.985441 4.009288 -3.742888  0.366
H100 1.672902 3.085376 -3.464050  0.491
H101 0.571965 1.894028 -4.146854  -0.147
H102 1.182953 1.658719 -2.493816  -0.626

Forces on atoms 1 to 6 (eV/Å):
-0.377 1.332 0.080
1.602 2.158 -0.022
0.055 -1.244 0.279
0.947 0.173 -1.395
0.153 0.003 0.408
-0.474 0.001 -0.066